# 1
ORCA calculation (ωB97M-V with the def2-TZVPD basis set) on a structure of composition C10H13CaNO in a non-equilibrium geometry.

Geometry (Å):
Ca: -0.154 0.277 0.472
O: -0.341 -0.175 2.839
N: -1.995 0.552 -0.744
C: 1.729 -1.235 3.794
C: 0.778 -0.646 2.858
C: -2.081 -0.722 -1.194
C: 1.553 -0.057 -1.963
C: -2.469 -0.986 -2.519
C: -1.680 -1.767 -0.252
C: 1.557 -1.361 -1.414
C: 2.426 0.074 0.156
C: 2.071 -1.279 -0.091
C: 2.079 0.833 -0.994
H: 1.275 0.190 -2.985
H: -2.726 -0.154 -3.176
H: 2.954 0.427 1.043
H: 2.265 -2.119 0.580
H: 1.996 -2.228 3.393
H: -2.171 -1.783 0.728
H: 2.630 -0.603 3.759
H: -2.534 -2.013 -2.861
H: -2.385 1.257 -1.377
H: -1.405 -2.730 -0.688
H: 2.300 1.887 -1.146
H: 1.360 -1.315 4.831
H: 1.279 -2.278 -1.929

Summary:
Charge: -2
HOMO level (spin up / spin down), eV: 1.6 / 1.6
Multiplicity: 1

List of Löwdin charges in e, atom by atom: 1.207, -0.213, -0.239, -0.210, -0.457, -0.771, -0.216, -0.140, -0.229, -0.195, -0.326, -0.254, -0.287, 0.067, -0.043, 0.062, 0.071, 0.065, -0.022, 0.059, -0.041, -0.015, -0.019, 0.056, 0.014, 0.076

# 2
ORCA calculation (ωB97M-V with the def2-TZVPD basis set) on a structure of composition C15H24CsN3O9.

Geometry (Å):
Cs: -0.709 -0.717 0.162
O: -3.056 5.383 -5.150
O: 1.110 -2.003 -2.234
O: -4.401 5.413 -3.470
O: -2.155 -2.238 2.151
O: 1.756 -0.367 2.323
O: 2.749 -2.208 0.316
O: -1.952 1.732 0.795
O: -0.089 1.425 -1.413
O: -2.365 -2.631 4.366
N: -3.363 5.068 -4.012
N: 0.444 -3.178 2.331
N: -0.465 -3.184 3.385
C: -1.700 -2.646 3.197
C: 3.224 -1.941 -0.995
C: -2.500 4.135 -3.311
C: 1.183 0.887 2.661
C: -1.321 3.674 -3.928
C: 3.014 -0.219 1.695
C: -0.515 2.796 -3.275
C: -0.826 2.282 -1.961
C: -2.033 2.813 -1.353
C: -2.471 2.489 -0.013
C: 2.344 -2.648 -2.001
C: -3.691 -2.093 4.296
C: 3.530 -1.588 1.320
C: 1.201 -0.963 -3.197
C: -2.836 3.720 -2.049
H: 0.196 -0.584 -3.364
H: 1.612 -1.349 -4.136
H: 2.897 -2.750 -2.943
H: 1.792 1.405 3.408
H: 2.916 0.419 0.806
H: 0.192 0.701 3.068
H: -1.079 4.035 -4.918
H: -4.055 -2.088 5.318
H: -3.675 -1.085 3.888
H: 1.089 1.522 1.774
H: 1.812 -0.129 -2.842
H: 4.251 -2.317 -1.093
H: 3.240 -0.862 -1.192
H: 1.139 -2.450 2.439
H: -0.158 -3.289 4.340
H: 0.399 2.435 -3.731
H: 0.866 -4.089 2.223
H: 4.576 -1.509 1.005
H: 3.498 -2.236 2.200
H: 3.726 0.264 2.378
H: -3.396 3.025 0.282
H: 2.118 -3.648 -1.627
H: -4.322 -2.723 3.672
H: -3.738 4.106 -1.591

Summary:
Charge: 0
HOMO level, eV: -7.5
Energy relative to the best compared isomer or geometry (same formula, charge and spin), eV: 0.334
Multiplicity: 1

List of Löwdin charges in e, atom by atom: 1.313, 0.049, -0.249, 0.048, -0.072, -0.269, -0.151, -0.166, -0.258, -0.033, -0.370, 0.049, 0.003, -0.594, -0.185, -0.171, -0.110, -0.007, -0.200, -0.006, -0.400, -0.123, -0.243, -0.196, -0.035, -0.188, -0.105, 0.031, 0.086, 0.093, 0.127, 0.095, 0.134, 0.090, 0.115, 0.093, 0.096, 0.090, 0.083, 0.133, 0.128, 0.046, 0.151, 0.107, 0.095, 0.130, 0.130, 0.136, 0.123, 0.135, 0.097, 0.123

# 3
ORCA calculation (ωB97M-V with the def2-TZVPD basis set) on an isolated molecule of C5H4S in a non-equilibrium geometry.

Geometry (Å):
S: 2.793 0.005 -0.020
C: -1.002 -0.767 -0.010
C: -1.000 0.758 -0.042
C: 0.291 1.210 -0.004
C: 0.294 -1.213 -0.024
C: 1.186 0.003 -0.032
H: -1.928 1.337 -0.043
H: 0.697 -2.221 0.065
H: -1.894 -1.369 0.014
H: 0.563 2.257 0.096

Summary:
Charge: 0
HOMO level, eV: -8.9
Energy relative to the best compared isomer or geometry (same formula, charge and spin), eV: 0.140
SMILES string: S=C1C=CC=C1
Multiplicity: 1

List of Löwdin charges in e, atom by atom: 0.770, -0.055, -0.059, -0.122, -0.117, -0.809, 0.101, 0.099, 0.092, 0.100

# 4
ORCA calculation (ωB97M-V with the def2-TZVPD basis set) on a structure of composition C51H60AsN4P2Si3Zn.

Geometry (Å):
As: -1.118 -1.286 -2.129
Zn: 0.171 -0.245 0.011
P: 2.393 0.430 1.539
P: -0.255 2.350 -0.210
Si: -2.507 -2.994 -1.233
Si: 0.295 -2.275 -3.782
Si: -2.635 -0.082 -3.541
N: 0.900 3.412 0.401
N: -0.213 -0.462 1.971
N: 1.016 -2.205 0.330
N: 1.455 1.807 2.079
C: 1.665 4.165 2.638
C: -0.758 4.559 -4.247
C: -2.037 1.670 4.433
C: -1.543 -4.492 -0.700
C: 2.732 0.225 4.335
C: -1.218 2.781 4.451
C: 6.401 2.227 0.092
C: 3.579 -2.421 4.198
C: 2.825 -0.408 3.097
C: 1.792 -4.739 1.142
C: 0.979 -3.964 1.998
C: -0.066 -3.536 4.098
C: -2.228 3.791 1.214
C: -0.560 0.579 2.847
C: -3.307 -2.188 0.242
C: -4.406 2.891 1.705
C: -0.068 -1.753 2.430
C: -0.398 -2.323 -5.507
C: -1.850 2.577 0.648
C: 0.590 -4.409 3.280
C: -2.745 1.514 0.654
C: -4.025 1.669 1.169
C: 0.272 1.715 2.866
C: -0.375 -2.223 3.696
C: -1.776 3.623 -2.271
C: 1.770 3.112 1.569
C: 3.989 1.206 1.066
C: -0.528 3.221 -1.803
C: -3.502 3.947 1.739
C: 0.491 4.159 -3.790
C: -3.776 -3.524 -2.483
C: 1.787 -2.947 -0.428
C: 0.672 -4.050 -3.349
C: 5.333 2.034 -0.776
C: 0.775 4.007 3.613
C: -3.482 -1.090 -4.866
C: 3.251 -1.733 3.039
C: -4.003 0.642 -2.517
C: 1.818 -1.182 -3.812
C: 3.056 -0.465 5.495
C: 6.268 1.909 1.437
C: -1.886 4.290 -3.488
C: 5.070 1.403 1.924
C: 4.143 1.514 -0.290
C: -1.554 1.206 -4.334
C: -1.711 0.587 3.626
C: 2.216 -4.231 -0.051
C: 0.604 3.495 -2.580
C: 0.622 -2.669 1.558
C: 3.473 -1.790 5.429
C: -0.076 2.823 3.655
H: 7.101 2.057 2.112
H: 0.423 -2.638 -6.162
H: 2.865 -4.794 -0.708
H: -2.958 -1.994 -5.157
H: 3.910 -3.451 4.138
H: -4.285 -4.421 -2.116
H: -3.309 -3.772 -3.439
H: 2.088 -5.734 1.457
H: 1.582 3.197 -2.221
H: -0.343 -3.847 5.098
H: 2.328 5.021 2.589
H: -3.886 -1.309 -0.054
H: 0.845 -5.411 3.603
H: -4.486 -1.372 -4.547
H: 4.979 1.166 2.977
H: -0.037 -4.705 -3.863
H: -4.597 1.313 -3.147
H: 0.654 4.755 4.389
H: -0.813 -1.557 4.422
H: 1.719 -0.440 -4.610
H: 1.677 -4.310 -3.696
H: -2.068 -4.968 0.134
H: -5.403 3.017 2.110
H: 5.433 2.278 -1.826
H: 2.983 0.035 6.452
H: -3.649 1.208 -1.661
H: -1.469 -5.215 -1.515
H: -1.528 4.620 1.245
H: -2.550 -1.872 0.970
H: -2.392 -0.253 3.557
H: -0.536 -4.254 -0.361
H: -1.467 3.642 5.061
H: -2.668 3.453 -1.684
H: 1.378 4.374 -4.372
H: -2.862 4.611 -3.830
H: 2.717 -1.771 -4.016
H: 2.787 3.084 1.197
H: -4.718 0.835 1.163
H: -0.849 5.082 -5.191
H: -0.924 0.761 -5.108
H: -3.576 -0.458 -5.755
H: -3.983 -2.889 0.740
H: 0.663 4.393 0.312
H: 3.712 -2.327 6.338
H: -2.944 1.647 5.023
H: 2.418 1.261 4.396
H: -4.667 -0.150 -2.155
H: -2.438 0.552 0.259
H: -0.899 1.685 -3.601
H: -1.195 -3.060 -5.608
H: 3.342 -2.232 2.078
H: 0.613 -4.267 -2.286
H: 7.341 2.614 -0.282
H: -4.530 -2.756 -2.662
H: -3.791 4.895 2.176
H: -0.762 -1.363 -5.868
H: 3.311 1.344 -0.969
H: -2.159 1.988 -4.802
H: 1.973 -0.637 -2.878
H: 2.102 -2.517 -1.372

Summary:
Charge: +1
HOMO level, eV: -9.2
Multiplicity: 1

Löwdin population analysis, charges in e, atoms 1 to 99: 0.853, 0.391, 1.092, 1.011, 0.277, 0.286, 0.293, -0.121, -0.063, 0.007, -0.190, -0.011, -0.074, -0.064, -0.191, -0.077, -0.036, -0.073, -0.069, -0.347, 0.001, -0.180, -0.061, -0.079, -0.262, -0.209, -0.064, -0.256, -0.214, -0.365, -0.050, -0.150, -0.071, -0.187, -0.006, -0.097, -0.383, -0.364, -0.352, -0.063, -0.070, -0.207, -0.169, -0.206, -0.075, -0.027, -0.201, -0.094, -0.202, -0.222, -0.063, -0.066, -0.088, -0.065, -0.122, -0.212, -0.036, -0.049, -0.109, -0.192, -0.070, -0.175, 0.109, 0.051, 0.116, -0.003, 0.110, 0.045, 0.030, 0.128, 0.095, 0.112, 0.111, 0.012, 0.114, 0.031, 0.105, 0.042, 0.052, 0.118, 0.100, 0.035, 0.047, 0.051, 0.110, 0.106, 0.108, -0.009, 0.040, 0.111, 0.015, 0.120, -0.008, 0.117, 0.104, 0.110, 0.115, 0.040, 0.108

# 5
ORCA calculation (ωB97M-V with the def2-TZVPD basis set) on a cluster of 2 separate species, C4H12NO in total in a non-equilibrium geometry.

Geometry (Å):
O: -1.612 2.130 -1.737
N: -0.847 -0.562 -0.407
C: 1.139 -0.706 1.161
C: 2.095 0.216 0.377
C: -0.287 -0.239 0.956
C: -1.499 -1.631 -0.653
H: -1.251 -2.558 -0.137
H: -1.076 -0.478 1.645
H: 3.133 -0.060 0.528
H: -0.563 0.093 -1.137
H: -2.143 -1.613 -1.528
H: 1.281 -0.561 2.235
H: -1.581 2.644 -0.914
H: 1.920 1.239 0.696
H: -0.397 0.851 0.967
H: -1.464 2.873 -2.346
H: 1.308 -1.764 0.976
H: 1.845 0.127 -0.682

Summary:
Charge: +1
HOMO level, eV: -15.6
Energy relative to the best compared isomer or geometry (same formula, charge and spin), eV: 1.836
Multiplicity: 1

List of Löwdin charges in e, atom by atom: -0.064, 0.053, -0.216, -0.077, -0.143, 0.193, 0.138, 0.126, 0.084, 0.145, 0.129, 0.121, 0.049, 0.080, 0.131, 0.064, 0.115, 0.071